No. 1
# C13H15BrNO4

An isolated ion of composition C13H15BrNO4 and charge -1 at a distorted geometry (ωB97M-V with the def2-TZVPD basis set, the OMol25 dataset).

Positions of all 34 atoms, in Å:
C 2.6760 0.0770 1.3632
C 3.0503 0.0078 -0.1670
C 2.1070 -0.9087 -1.0527
Br 3.0624 -2.5261 -1.7362
C 0.8021 -1.2797 -0.2655
C -0.2053 -0.3615 -0.1169
C -0.0918 1.0872 -0.6724
C -1.4497 1.7150 -1.1694
C -1.2872 3.3046 -1.0567
N -1.3627 3.7902 0.3484
C -1.4827 -0.8133 0.6783
O -2.1554 -0.0556 1.3367
C -1.8883 -2.3325 0.6591
C -3.3737 -2.8177 0.8364
O -3.9726 -3.5030 -0.0072
O -3.9368 -2.4939 1.9621
C -0.8854 -3.2532 0.5135
C 0.5634 -2.6808 0.3905
O 1.4575 -3.3623 0.8601
H 1.6928 0.5543 1.5860
H 2.7968 -0.9514 1.7920
H 3.4566 0.7211 1.8691
H 3.0843 1.0607 -0.5632
H 4.1161 -0.3604 -0.2131
H 1.8663 -0.3222 -1.9805
H 0.6605 1.2176 -1.4888
H 0.2739 1.7268 0.1885
H -1.6154 1.5262 -2.2715
H -2.3519 1.3922 -0.5952
H -0.2305 3.5201 -1.4024
H -1.9834 3.8281 -1.7580
H -0.4174 3.7375 0.7408
H -1.9192 3.1091 0.8719
H -1.0565 -4.3535 0.5200

Its charge is -1. The value obtained for the total energy is -3434.0882 a.u.

List of Löwdin charges in e, atom by atom: -0.11 -0.27 -0.60 0.66 -0.14 -0.07 -0.14 -0.17 -0.28 -0.02 -0.25 0.11 -0.02 -0.67 -0.05 -0.10 0.06 -0.33 0.02 0.07 0.09 0.08 0.10 0.09 0.08 0.11 0.11 0.11 0.10 0.11 0.10 0.05 0.06 0.13

***

No. 2
# C18H16N4O4

The molecule C18H16N4O4 at a distorted geometry (ωB97M-V with the def2-TZVPD basis set, the OMol25 dataset).

Positions of all 42 atoms, in Å:
C 7.6163 -0.4782 1.6489
O 7.1820 -1.3116 0.5514
C 6.3735 -2.4257 0.9722
C 4.8586 -2.1493 0.8629
N 4.1537 -2.1963 -0.1967
O 2.8300 -1.9956 0.1827
C 2.8763 -1.8862 1.5376
C 1.6446 -1.6975 2.3555
N 0.5855 -1.0511 1.5861
C -0.7263 -0.9887 2.0036
O -1.0348 -1.2941 3.1052
C -1.6924 -0.3198 1.1054
C -3.0823 -0.6475 1.1394
C -3.9469 0.0126 0.2606
C -3.4749 0.9321 -0.6850
C -2.0824 1.1850 -0.7601
C -1.2434 0.6087 0.1519
O -1.5715 2.0640 -1.6947
C -2.2771 2.2080 -2.9316
C -3.7871 2.2409 -2.7458
C -4.5625 3.0817 -3.5522
N -5.9082 3.0539 -3.4969
C -6.4984 2.2765 -2.5558
C -5.7636 1.5370 -1.6250
C -4.3648 1.5511 -1.6741
N 4.0905 -1.9698 2.0258
H 8.0273 0.4667 1.2685
H 6.7766 -0.2526 2.3287
H 8.3894 -0.9966 2.1724
H 6.6167 -3.2580 0.3287
H 6.6136 -2.7471 1.9896
H 1.3474 -2.7336 2.6670
H 1.8909 -1.0495 3.2050
H 0.8224 -0.7338 0.6689
H -3.4536 -1.3273 1.8900
H -4.9994 -0.2419 0.3879
H -0.2135 0.9496 0.1483
H -2.0239 1.4018 -3.6233
H -2.0035 3.1304 -3.4490
H -4.0818 3.7704 -4.2379
H -7.5775 2.2326 -2.4699
H -6.3256 1.0492 -0.8463

For the energy relative to the best compared isomer or geometry (same formula, charge and spin), the calculation gives 51.73 kcal per mole.

List of Löwdin charges in e, atom by atom: -0.09 -0.19 -0.13 -0.30 0.14 0.04 -0.31 -0.07 0.07 -0.48 0.11 -0.10 0.01 0.00 -0.08 -0.19 0.05 -0.01 -0.10 -0.12 -0.08 0.06 -0.12 -0.01 -0.11 0.19 0.09 0.09 0.07 0.12 0.12 0.16 0.14 0.11 0.11 0.11 0.13 0.13 0.13 0.11 0.10 0.10

***

No. 3
# C3H10NO4

A 3-piece molecular cluster, C3H10NO4 overall at a distorted geometry (ωB97M-V with the def2-TZVPD basis set, the OMol25 dataset).

Positions of all 18 atoms, in Å:
O -1.3590 -0.8427 0.8738
C -0.5571 -0.6989 -0.0231
O -0.5656 -0.0699 -1.0951
C 0.9390 -1.2352 0.2901
C 1.4177 -0.3272 1.4210
N 1.7818 -1.1437 -0.8555
H 0.8843 -2.2516 0.6743
H 0.6466 -0.1967 2.1705
H 2.3495 -0.6909 1.8494
H 1.6319 0.6788 1.0570
H 2.4300 -1.9166 -0.9128
H 1.3383 -0.9651 -1.7459
H -1.2557 3.3298 -0.9363
H -0.7463 1.9238 -0.5929
O -0.4482 2.8168 -0.8201
H -2.3017 0.8897 -0.8695
H -2.9805 0.0255 0.1021
O -3.2049 0.6739 -0.5869

For the energy relative to the best compared isomer or geometry (same formula, charge and spin), the calculation gives 6.45 kcal per mole. As for the expectation value of S²: 0.76. The spin multiplicity is 2.

List of Löwdin charges in e, atom by atom: 0.14 -0.56 0.08 -0.29 -0.03 0.12 0.14 0.08 0.09 0.10 0.10 0.10 0.04 -0.01 -0.06 -0.01 0.02 -0.05

***

No. 4
# C17H19BMnN7O4

C17H19BMnN7O4 as an isolated structure at a distorted geometry (ωB97M-V with the def2-TZVPD basis set, the OMol25 dataset).

Positions of all 49 atoms, in Å:
Mn -0.0069 0.2950 0.1718
B -3.1472 1.6658 0.8907
N -1.9566 2.5196 0.3348
C -2.0705 3.8032 0.0109
C -0.8764 4.2434 -0.5518
C -0.0610 3.1300 -0.5463
N -0.7228 2.0972 0.0062
N -2.6608 0.3061 1.4579
C -3.2536 -0.3247 2.4722
C -2.8302 -1.6459 2.4912
C -1.9444 -1.7355 1.4303
N -1.8595 -0.5561 0.7913
H -3.9002 1.4501 -0.0267
H -3.6545 2.2745 1.7895
H -2.9873 4.3393 0.1890
H -0.6490 5.2270 -0.9212
H 0.9469 3.0193 -0.9119
H -3.9420 0.1901 3.1205
H -3.1148 -2.4183 3.1837
H -1.3940 -2.5982 1.0909
O 3.2020 -2.9902 3.6258
C 2.9581 -3.6407 2.5097
O 3.3334 -4.7659 2.2998
C 2.1416 -2.9304 1.4797
C 1.8117 -3.4623 0.2464
N 1.0943 -2.5437 -0.4130
N 0.9358 -1.4450 0.3252
C 1.5822 -1.6449 1.4676
C 1.5435 -0.4889 2.4354
O 2.1514 -0.5707 3.4942
O 0.8709 0.5050 1.9949
H 2.7507 -2.1019 3.6785
H 2.0633 -4.4275 -0.1606
H 0.7223 -2.5808 -1.3497
C 3.0475 0.3912 -1.1737
C 1.9087 0.4864 -2.1461
C 1.9303 0.6707 -3.5102
C 0.5850 0.6750 -3.9552
C -0.2156 0.5101 -2.8463
C -1.7120 0.4966 -2.7407
N 0.5978 0.3766 -1.7458
H 3.8965 0.9807 -1.5157
H 3.3945 -0.6404 -1.0543
H 2.7501 0.7675 -0.1896
H 2.8127 0.7963 -4.1185
H 0.2339 0.8015 -4.9677
H -2.1539 -0.0546 -3.5705
H -2.1181 1.5117 -2.7672
H -2.0339 0.0366 -1.8057

For the energy relative to the best compared isomer or geometry (same formula, charge and spin), the calculation gives 4.15 kcal per mole. As for the expectation value of S²: 6.06. The spin multiplicity is 5.

List of Löwdin charges in e, atom by atom: 1.03 -0.39 -0.04 -0.06 -0.03 -0.10 -0.06 -0.07 -0.06 -0.04 -0.14 -0.03 0.07 0.07 0.13 0.10 0.12 0.13 0.10 0.10 0.14 -0.50 0.11 -0.03 0.04 0.08 -0.04 -0.11 -0.53 0.09 -0.06 0.07 0.15 0.18 -0.04 -0.38 -0.07 -0.07 -0.37 -0.04 -0.06 0.08 0.07 0.06 0.10 0.10 0.08 0.08 0.04